No. 1
21
Properties=species:S:1:pos:R:3:forces:R:3 method="wB97M-V/def2-TZVPD" e_lumo_ev="-7.3 / -12.8" relative_energy_kj_mol=74.3 total_charge=+2 homo_lumo_gap_ev="12.52 / 7.05" spin_multiplicity=2 s_squared=0.753 homo_ev="-19.857 / -19.865"
C -0.772435 -2.360991 -0.267078 -1.438 0.140 0.949
C -0.127328 -1.061786 0.170046 2.551 0.544 -0.743
C 0.341850 -0.240934 -1.070474 -1.378 -2.017 -0.846
C 1.189753 0.962811 -0.911276 0.694 2.691 -0.975
S 2.471275 0.925182 0.361463 0.413 -0.226 -0.671
N -0.792655 -0.140697 1.243842 0.451 -0.757 -1.019
H -1.446863 -2.308625 -1.132688 0.221 0.421 0.177
H -1.396623 -2.751888 0.571673 0.710 -0.198 -0.591
H 0.044446 -3.025191 -0.527350 -0.122 -0.346 0.166
H 0.886982 -1.369997 0.644682 -1.701 0.454 -0.152
H 0.936469 -0.962653 -1.676313 -0.474 0.218 0.434
H -0.533291 -0.005635 -1.735768 0.718 0.092 0.637
H 0.693563 1.946167 -0.709039 -0.048 -0.999 0.347
H 1.601352 1.202440 -1.953507 0.302 -0.457 1.306
H 3.281655 -0.143703 0.021562 -0.506 0.369 -0.065
H -1.685692 -0.475427 1.626056 0.291 -0.203 -0.038
H -0.931672 0.848185 0.924938 0.248 -0.259 0.245
H -0.047993 -0.200102 1.935621 -0.785 0.608 0.796
H -1.968643 2.901278 0.969240 -0.095 -0.417 -0.207
H -0.684622 3.576975 0.814939 0.425 -0.411 -0.141
O -1.059525 2.684586 0.699431 -0.477 0.753 0.390

***

No. 2
21
Properties=species:S:1:pos:R:3:forces:R:3 method="wB97M-V/def2-TZVPD" e_lumo_ev=-3.3 relative_energy_kj_mol=43.9 total_charge=+1 homo_lumo_gap_ev=9.54 homo_ev=-12.841
C -1.278593 0.739005 -1.181965 0.071 0.132 -0.152
C -2.073948 -0.541866 -1.074366 -0.193 -0.176 -0.164
S -2.443665 -1.139704 -2.755854 0.015 0.044 0.002
N -1.045136 1.316602 0.185507 -0.126 0.057 0.031
H -1.802453 1.481343 -1.781459 -0.041 0.051 0.057
H -0.302933 0.577567 -1.640399 -0.045 -0.071 0.082
H -3.018346 -0.385563 -0.548689 0.057 0.104 0.037
H -1.517669 -1.303133 -0.539089 0.097 -0.086 0.092
H -2.031784 -2.396121 -2.564652 0.027 -0.031 0.001
H -0.590975 2.229260 0.143134 0.030 -0.041 -0.026
H -0.430590 0.658196 0.748312 0.075 0.047 0.024
H -1.929841 1.439397 0.679907 0.005 -0.016 0.025
C 2.199968 0.612021 2.168056 0.019 0.398 0.001
S 1.022825 -0.641558 1.634660 -0.080 -0.007 -0.142
C 1.858917 -1.221550 0.137727 0.089 -0.190 0.195
H 2.501100 1.251934 1.333537 -0.059 -0.109 0.067
H 3.082584 0.155800 2.600088 0.095 -0.120 0.038
H 1.725569 1.236859 2.928259 0.016 -0.154 -0.048
H 1.203787 -1.929676 -0.368535 -0.032 0.092 -0.015
H 2.100650 -0.383384 -0.511508 0.005 -0.026 -0.094
H 2.770532 -1.755429 0.407330 -0.026 0.102 -0.010

***

No. 3
20
Properties=species:S:1:pos:R:3:forces:R:3 method="wB97M-V/def2-TZVPD" e_lumo_ev="3.6 / 3.5" relative_energy_kj_mol=89.5 total_charge=-1 homo_lumo_gap_ev="2.65 / 10.42" spin_multiplicity=2 s_squared=0.750 homo_ev="0.972 / -6.923"
C -1.742695 -0.791033 1.275924 1.438 -2.230 0.789
C -1.612352 -0.381153 -0.156518 2.730 0.175 -0.430
C -0.306918 -0.911472 -0.929694 0.480 -0.806 3.515
C -1.521078 1.083606 -0.260877 1.800 1.887 0.921
H -2.725882 -0.853363 1.643094 -1.736 0.182 0.101
H -1.251223 -0.128974 1.968541 0.609 0.273 0.126
H -1.355618 -1.834718 1.482026 -0.108 1.038 -0.320
H -2.504325 -0.629436 -0.658703 -0.908 -0.891 -0.966
H -0.475538 -1.179375 -1.920551 -0.647 -0.625 -1.738
H 0.612783 -0.259885 -0.992286 -1.238 -0.098 0.489
H 0.021394 -1.807756 -0.324834 -0.077 0.581 -1.036
H -2.421569 1.559319 -0.121248 -2.622 1.064 0.195
H -1.175877 1.329702 -1.241596 0.372 0.591 -0.564
H -0.905269 1.635451 0.528204 -0.073 -1.141 -1.096
H 4.538476 0.743553 -1.649464 0.742 -0.824 -0.855
H 3.096161 1.119948 -2.286778 0.203 -0.530 -0.728
O 3.711420 1.189725 -1.552669 -0.994 1.360 1.692
H 1.405005 0.233960 1.292849 0.093 -0.364 0.389
H 2.739941 0.057781 1.857944 2.852 0.583 -0.504
O 1.873170 -0.175873 2.046640 -2.917 -0.223 0.021

***

No. 4
21
Properties=species:S:1:pos:R:3:forces:R:3 method="wB97M-V/def2-TZVPD" e_lumo_ev=0.5 relative_energy_kj_mol=47.0 total_charge=0 smiles=CCCCS.O.O homo_lumo_gap_ev=8.93 homo_ev=-8.436
C 0.765821 -2.134024 -1.727886 -1.226 0.972 0.441
C 1.074248 -1.543208 -0.340546 0.749 -0.205 -0.036
C 0.689782 -0.093192 -0.067529 -0.125 -0.312 0.366
C 1.146770 0.292806 1.335370 -0.340 0.951 -0.428
S 1.051660 2.098290 1.662032 -0.140 -0.281 -0.175
H -0.211456 -2.633821 -1.692092 0.471 -0.451 -0.112
H 1.578285 -2.740117 -2.092133 -0.034 -0.528 -0.084
H 0.582194 -1.348247 -2.460276 0.339 0.256 -0.070
H 0.686123 -2.198201 0.447905 -0.024 0.060 -0.088
H 2.165699 -1.555749 -0.223974 -0.060 -0.168 0.109
H 1.216512 0.533774 -0.768806 0.003 0.354 -0.441
H -0.385733 0.088497 -0.151592 0.074 -0.008 -0.124
H 0.492194 -0.133486 2.076909 0.197 -0.557 0.323
H 2.194965 0.057588 1.463587 0.148 -0.330 0.294
H -0.283854 2.093336 1.561508 0.000 0.262 0.027
H -1.753328 2.772986 -2.479733 0.138 -0.155 0.041
H -2.136091 3.679648 -1.346131 0.092 -0.001 0.173
O -1.605737 2.897692 -1.535294 -0.251 0.140 -0.193
H -2.545493 -0.817018 2.284763 -0.200 0.071 -0.084
H -2.660802 0.673367 1.840022 0.108 -0.467 0.149
O -2.061767 0.009074 2.213904 0.082 0.398 -0.090

***

No. 5
21
Properties=species:S:1:pos:R:3:forces:R:3 method="wB97M-V/def2-TZVPD" e_lumo_ev=0.4 relative_energy_kj_mol=54.3 total_charge=0 smiles=CCCCS.O.O homo_lumo_gap_ev=9.23 homo_ev=-8.854
C 2.931339 -0.722842 -1.605775 0.912 -0.749 0.124
C 1.851852 0.239404 -1.110831 0.646 -0.963 -0.879
C 1.783367 0.258377 0.405002 -0.724 1.023 -0.287
C 0.514020 0.960517 0.881649 0.246 -0.059 -0.744
S 0.454139 1.185212 2.674850 -0.146 0.191 -0.091
H 3.851346 -0.658668 -1.008599 -0.157 0.270 0.012
H 3.255868 -0.571974 -2.635159 -0.247 0.308 -0.101
H 2.679642 -1.784355 -1.558940 -0.424 0.034 0.181
H 2.138346 1.182332 -1.562034 -0.365 0.590 0.330
H 0.910455 -0.083609 -1.571421 -0.081 0.256 0.249
H 1.756838 -0.756191 0.765143 0.375 -0.436 0.347
H 2.618565 0.837229 0.800832 0.314 -0.420 0.077
H 0.441670 1.893610 0.324906 0.023 0.416 0.461
H -0.332770 0.394983 0.534944 -0.532 -0.374 0.158
H 1.533551 0.438963 2.901458 0.133 -0.085 0.172
H -3.232797 -3.091190 -3.190347 0.032 0.064 -0.023
H -2.540366 -2.764729 -4.521722 -0.072 -0.057 0.123
O -2.967532 -3.475513 -4.030439 0.043 -0.005 -0.102
H -4.232768 1.493864 1.099693 0.133 0.020 0.000
H -4.090197 0.067237 0.613086 0.070 -0.045 -0.001
O -3.575645 0.861466 0.787609 -0.180 0.021 -0.009

***

No. 6
21
Properties=species:S:1:pos:R:3:forces:R:3 method="wB97M-V/def2-TZVPD" e_lumo_ev="4.0 / 3.7" relative_energy_kj_mol=220.6 total_charge=-1 homo_lumo_gap_ev="7.63 / 8.42" spin_multiplicity=2 s_squared=0.773 homo_ev="-3.622 / -4.693"
C -1.652648 1.114939 -0.814273 0.828 0.041 -0.321
C -0.335216 1.011131 -0.520264 0.974 0.507 0.130
C 0.513671 1.811166 0.515803 -2.257 0.782 -3.035
C -2.360802 0.054125 -1.590850 -0.446 0.830 -1.400
H -2.209603 1.976618 -0.476879 -0.292 -0.057 0.593
H 0.367293 0.484609 -1.179269 -0.811 -0.972 0.414
H 1.447328 1.983441 -0.018798 0.370 -0.134 0.649
H 0.530160 1.052198 1.309140 0.470 1.535 0.663
H -0.016573 2.819973 0.526815 0.654 -1.117 1.226
H -3.212761 -0.328906 -1.040812 0.018 -0.423 0.437
H -2.856890 0.436063 -2.530295 0.627 -0.162 0.584
H -1.655282 -0.732909 -1.855205 -0.202 -0.153 0.088
H 3.167378 -1.386308 0.894280 0.054 0.048 0.121
H -0.533073 -0.410299 0.780380 -0.224 -0.212 -0.322
O 2.362188 -0.938552 0.627436 0.137 0.299 -0.261
H 0.419302 -0.894488 2.657265 0.013 -0.204 -0.139
H 1.650663 -0.359954 1.755497 -0.314 -0.763 0.878
O 1.049688 -0.173955 2.637796 0.624 0.233 -0.210
H 1.528136 -1.838930 -0.214201 -0.338 -0.232 0.090
H 1.004209 -3.307386 -0.732839 0.217 0.051 0.150
O 0.792832 -2.372577 -0.730727 -0.101 0.103 -0.336